Entry 1:
The following is a DFT calculation (wB97M-V/def2-TZVPD) of a 4-piece molecular cluster, C33H72N7O7 overall at a distorted geometry.

- E_tot: -2210.203232 Ha
- Orbital gap: 8.769 eV
- Total charge: +1
- Lowest unoccupied orbital energy: -1.921 eV
- HOMO energy: -10.69 eV

```
119
Properties=species:S:1:pos:R:3:forces:R:3:mulliken_charge:R:1
C 4.589276 -1.422636 1.336359 0.13 -0.07 0.09 -0.99
C 3.773959 -1.836777 0.380067 -0.21 -0.30 -0.05 -0.55
C 2.345220 -1.377689 0.238549 0.10 -0.11 0.38 0.06
C 1.427113 -2.321156 -0.551715 0.15 -0.20 0.25 -2.42
N 1.005649 -3.541222 0.117567 0.04 0.18 0.33 1.35
C 1.944017 -4.680740 0.120671 -0.05 -0.38 -0.47 -0.65
C 2.254533 -5.294599 1.476061 -0.20 0.13 0.01 0.41
C 3.347017 -4.698901 2.311862 0.21 -0.07 0.17 -1.21
N 1.535048 -6.283855 1.807729 0.06 -0.07 0.09 -0.66
C 0.357497 -3.263960 1.387238 0.14 0.03 -0.26 -1.63
C -0.801252 -2.268292 1.267807 -0.27 -0.37 0.08 -0.58
C -1.186143 -1.712938 2.653567 0.17 -0.03 0.32 0.93
C -1.622880 -2.897264 3.542121 -0.25 -0.01 -0.42 -1.89
C -0.103344 -0.905905 3.399384 -0.13 0.34 0.07 -0.71
C 0.094020 0.554616 2.980689 0.27 -0.12 0.35 -0.91
N -0.591952 -1.159543 0.237292 -0.31 -0.09 0.26 0.92
C -1.886440 -0.452439 -0.063507 -0.41 0.15 0.11 -0.30
C -1.828440 1.046834 0.057265 0.16 -0.02 0.06 -0.62
N -2.123357 1.733738 -0.953597 -0.08 0.15 -0.19 -0.38
C 0.146116 -1.607507 -1.041511 0.73 -0.10 -0.79 0.88
C -0.734627 -2.549646 -1.868719 -0.45 0.18 0.37 -0.50
C -0.062611 -3.318788 -2.987147 0.62 2.03 0.88 0.16
O -0.480275 -4.331160 -3.373393 -1.17 -2.89 -0.83 -0.48
O 1.020121 -2.729383 -3.537841 1.05 0.54 0.46 -0.48
O 0.558947 -0.437038 -1.662511 -0.20 0.15 0.29 -0.49
C -0.019267 0.056312 -2.879698 -0.22 0.02 -0.59 -0.71
C 0.426611 1.500252 -3.082791 -0.16 -0.23 0.12 0.69
C -0.592242 2.285975 -3.894403 0.03 -0.02 -0.20 -1.63
O 1.688189 1.454901 -3.743326 0.04 0.18 0.12 -0.53
H 5.662828 -1.484751 1.201759 -0.04 -0.52 0.39 0.32
H 4.211574 -1.010604 2.267695 0.08 0.58 -0.26 0.26
H 4.153209 -2.535543 -0.363246 0.14 0.60 -0.45 0.34
H 2.405943 -0.416463 -0.281071 -0.16 -0.11 -0.06 0.46
H 1.961506 -1.163420 1.245887 -0.04 0.02 -0.07 -0.30
H 1.976971 -2.610874 -1.448832 -0.16 0.15 0.04 1.60
H 2.881327 -4.412860 -0.378593 -0.09 0.17 0.12 0.61
H 1.505104 -5.494905 -0.466037 -0.02 0.07 0.05 0.45
H 3.505952 -5.289719 3.215928 -0.03 0.04 -0.04 0.46
H 4.288907 -4.657430 1.758927 -0.08 0.03 -0.01 0.29
H 3.113286 -3.671259 2.604868 0.02 -0.07 -0.08 0.13
H 1.809808 -6.648081 2.722284 -0.02 0.02 -0.04 0.28
H -0.101542 -4.187419 1.744581 0.14 0.07 0.07 0.72
H 1.083554 -2.926870 2.135522 -0.14 -0.03 0.11 -0.22
H -1.649256 -2.844938 0.884263 -0.06 0.18 -0.12 0.23
H -2.062717 -1.057843 2.576075 0.10 -0.05 -0.24 0.77
H -0.773619 -3.349839 4.055576 -0.07 0.04 0.05 0.40
H -2.369082 -2.558078 4.260910 0.25 -0.01 0.17 0.52
H -2.110572 -3.670939 2.944670 0.01 -0.05 0.02 0.28
H 0.865201 -1.411774 3.392166 -0.09 -0.11 0.01 0.01
H -0.411880 -0.883447 4.449961 0.02 -0.09 -0.09 0.57
H 0.671953 0.675479 2.057340 -0.20 0.10 -0.07 0.16
H -0.856958 1.086974 2.931152 0.06 0.00 -0.14 0.16
H 0.679526 1.068449 3.747606 -0.05 0.02 -0.10 0.42
H 0.031258 -0.466574 0.658631 0.11 -0.04 -0.11 0.12
H -2.645108 -0.831657 0.623670 0.11 -0.05 -0.07 0.91
H -2.219726 -0.667936 -1.072823 0.13 -0.13 0.04 0.25
H -1.583109 1.486644 1.024357 0.07 -0.09 0.04 0.36
H -2.098380 2.732883 -0.749507 -0.03 0.00 -0.01 0.29
H -1.155208 -3.325458 -1.224406 0.02 0.09 -0.03 -0.81
H -1.597100 -2.040184 -2.306622 0.17 0.04 -0.05 1.12
H 1.758669 -3.358809 -3.545083 -0.30 -0.04 -0.66 0.37
H 0.357070 -0.518963 -3.726853 -0.01 -0.07 0.12 0.48
H -1.110214 0.001730 -2.880188 0.06 0.06 0.29 0.22
H 0.539432 1.931542 -2.078398 0.07 0.12 -0.15 0.09
H -0.396130 3.360641 -3.834442 0.02 -0.08 -0.05 0.32
H -0.516919 1.975505 -4.942035 -0.06 0.04 0.04 0.48
H -1.614424 2.095515 -3.564900 0.10 0.09 0.09 0.40
H 1.734212 2.175987 -4.382523 0.02 -0.04 0.18 0.32
C 1.434887 8.982017 -5.068281 0.07 0.04 0.00 -1.39
C 1.236652 8.254208 -3.742939 -0.12 0.05 -0.15 0.39
C 1.525600 6.749746 -3.813939 0.07 -0.02 0.17 -0.76
O 0.511146 5.975324 -4.430409 0.02 -0.06 -0.06 -0.28
C 0.551797 5.939335 -5.845412 -0.07 -0.07 0.03 -0.75
N -0.104440 8.550316 -3.236902 0.03 -0.19 0.09 -0.72
H 0.611713 8.791858 -5.757242 0.00 -0.02 0.01 0.28
H 1.472556 10.056840 -4.898572 -0.04 0.00 0.01 0.35
H 2.366030 8.681691 -5.552195 -0.01 -0.01 -0.01 0.35
H 1.954046 8.668209 -3.027692 0.03 -0.04 0.01 0.40
H 1.596708 6.368754 -2.791482 -0.04 -0.02 -0.01 0.34
H 2.491054 6.559398 -4.301236 -0.01 0.05 -0.04 0.41
H 1.581993 5.957994 -6.213372 0.00 0.02 -0.01 0.36
H -0.003404 6.765699 -6.293656 0.06 0.03 -0.01 0.24
H 0.081610 5.007541 -6.161022 0.01 -0.01 0.00 0.24
H -0.211467 8.172114 -2.300670 0.03 0.10 0.04 0.26
H -0.777763 8.039797 -3.801271 -0.01 0.08 -0.05 0.31
C -1.965079 -6.369429 -1.149715 0.03 0.05 0.00 -0.82
C -2.978995 -6.224703 -0.024315 -0.02 0.07 -0.11 0.32
C -4.138239 -7.224008 -0.099865 -0.02 -0.08 0.15 -0.87
O -5.106735 -6.913957 -1.077874 0.04 0.04 -0.09 -0.40
C -4.816134 -7.348567 -2.395815 -0.09 -0.03 0.03 -0.62
N -3.484545 -4.838208 0.003074 0.11 0.06 0.17 -0.44
H -2.346665 -5.963036 -2.086089 0.01 -0.03 -0.01 0.24
H -1.047358 -5.827525 -0.915202 0.00 0.04 0.04 -0.37
H -1.702869 -7.415434 -1.308970 0.01 -0.01 -0.01 0.50
H -2.462193 -6.415903 0.922665 -0.04 0.02 0.00 0.32
H -4.672111 -7.202366 0.854341 -0.03 0.01 -0.03 0.39
H -3.761285 -8.244594 -0.239156 0.04 0.00 -0.04 0.44
H -4.284544 -8.304335 -2.387766 0.02 0.00 -0.01 0.29
H -4.225503 -6.615961 -2.951039 0.04 -0.03 0.01 0.24
H -5.767388 -7.480975 -2.907994 -0.01 0.00 0.01 0.27
H -4.105394 -4.743959 0.803819 0.03 0.03 0.00 0.29
H -4.106506 -4.739599 -0.797385 0.06 0.04 0.00 0.29
C 0.917687 6.818129 5.416851 -0.02 0.04 0.05 -1.40
C -0.260960 6.008620 4.887433 0.18 0.05 -0.06 0.36
C -0.250031 4.538663 5.323417 -0.18 -0.02 0.01 -0.79
O 0.672752 3.717744 4.626280 0.06 -0.03 0.01 -0.23
C 2.003211 3.757983 5.110730 0.00 -0.07 -0.07 -0.74
N -0.327535 6.164310 3.432382 -0.08 -0.19 0.01 -0.71
H 1.834882 6.596479 4.870688 0.00 -0.03 0.00 0.29
H 0.719794 7.882070 5.297898 0.01 0.00 -0.04 0.36
H 1.091099 6.621530 6.476168 0.01 -0.01 0.00 0.35
H -1.174462 6.443335 5.304041 -0.02 -0.04 0.02 0.40
H -1.234031 4.112936 5.108092 0.02 -0.03 -0.03 0.33
H -0.086793 4.451094 6.405033 0.04 0.05 0.00 0.41
H 2.026240 3.877699 6.197423 0.01 0.02 0.00 0.36
H 2.584467 4.559022 4.649480 -0.01 0.04 0.05 0.24
H 2.473719 2.808394 4.853308 -0.01 -0.01 0.01 0.23
H -1.174987 5.729907 3.079724 -0.05 0.10 0.01 0.26
H 0.431923 5.627908 3.022292 0.05 0.08 0.00 0.30
```
Positions in Å, forces in eV/Å.

Entry 2:
The following is a DFT calculation (wB97M-V/def2-TZVPD) of C33H74O33S10 as an isolated structure at a distorted geometry.

- E_tot: -7766.363973 Ha
- Energy above the lowest of the compared OMol25 structures with the same formula, charge and spin: 103.0 kJ/mol
- Orbital gap: 9.454 eV
- Lowest unoccupied orbital energy: -0.250 eV
- HOMO energy: -9.70 eV

```
150
Properties=species:S:1:pos:R:3:forces:R:3:mulliken_charge:R:1
C 18.579985 23.656361 11.824204 -0.71 0.21 -0.11 0.03
C 18.242038 25.157643 11.730933 -2.00 -0.73 0.06 0.65
O 19.080287 25.867330 12.622737 1.28 -0.84 0.84 -0.39
S 19.944240 24.770461 13.520524 -1.20 0.08 -1.34 0.92
O 19.132737 24.325659 14.622481 0.71 0.34 -0.97 -0.33
O 21.250808 25.293700 13.712549 -0.49 -0.53 -0.17 -0.60
O 19.903804 23.634338 12.307745 1.01 0.68 1.70 -0.45
H 18.479255 23.103803 10.893351 0.47 0.20 -0.12 0.37
H 17.886030 23.174489 12.519344 0.27 -0.01 0.20 -0.12
H 17.219658 25.216580 12.106906 -0.03 0.42 -0.18 -0.30
H 18.238657 25.557299 10.718710 0.65 0.21 0.10 0.24
C 16.523080 26.877999 15.686291 -0.39 -0.49 -0.55 0.63
C 15.051074 26.455867 15.772480 -0.04 -0.65 -0.91 -0.30
O 14.335851 27.579497 16.280052 0.11 0.66 0.98 -0.39
S 15.027537 28.895118 15.675134 -0.15 0.29 -1.14 1.12
O 14.902177 30.026444 16.537825 0.29 -1.11 -0.07 -0.59
O 14.550296 29.039132 14.320484 0.67 -0.32 0.99 -0.55
O 16.544384 28.311364 15.696434 -1.21 0.74 0.00 -0.35
H 16.850353 26.489432 14.721309 0.62 0.21 0.16 -0.22
H 17.145318 26.539963 16.509640 -0.05 -0.08 -0.03 0.24
H 14.922110 25.526196 16.324759 -0.20 0.46 0.69 0.35
H 14.616803 26.239854 14.793872 0.38 0.09 -0.15 0.00
C 14.889558 25.835860 8.466004 -1.20 -1.26 -0.47 -0.01
C 14.991907 27.022920 7.530017 1.35 -0.64 -0.85 -0.38
O 13.758894 27.703939 7.604995 -0.51 0.12 0.69 -0.36
S 12.845170 27.170529 8.828902 -0.94 0.95 0.56 1.09
O 11.772198 26.367260 8.297882 1.35 0.51 0.46 -0.56
O 12.517663 28.275166 9.700258 0.64 -1.56 -1.02 -0.56
O 13.994346 26.261686 9.506886 -0.33 0.77 0.18 -0.07
H 15.792753 25.384334 8.865882 0.11 0.59 0.33 0.14
H 14.344525 25.008515 7.992734 0.26 0.07 -0.34 0.07
H 15.138510 26.705946 6.494296 -0.23 -0.20 0.08 0.32
H 15.879527 27.628643 7.731378 -0.53 0.54 0.49 0.31
O 14.196285 18.945515 18.975949 -1.75 0.71 -0.59 -0.59
S 12.887610 19.584443 18.919617 2.43 0.10 -0.43 1.20
O 12.225192 19.791705 20.163966 -0.69 -0.02 -0.09 -0.63
O 13.130677 21.031422 18.190628 -0.03 -1.04 0.60 -0.15
C 12.149100 22.054948 18.464263 -1.02 0.30 -0.50 -0.87
C 11.785691 22.702487 17.123623 1.28 -0.96 -0.53 -0.34
C 11.862851 18.812240 17.677085 -0.33 0.17 0.92 -0.79
H 12.520684 22.711448 19.247273 0.17 0.13 -0.17 0.28
H 11.244289 21.570808 18.834301 0.06 0.09 0.30 0.49
H 11.145908 23.577518 17.091011 -0.15 -0.22 0.49 0.54
H 11.395593 21.880540 16.512869 -0.64 0.22 0.04 0.14
H 12.680327 22.937996 16.537882 0.16 0.40 0.45 -0.20
H 10.871162 19.254782 17.777833 0.06 0.17 -0.15 0.35
H 11.757832 17.762241 17.941779 0.30 -0.08 -0.23 0.47
H 12.294974 19.008100 16.701694 0.09 -0.24 0.00 0.07
O 18.527026 18.037984 13.040119 0.02 1.04 -0.73 -0.62
S 18.475213 19.019219 11.965831 -0.08 -1.78 -0.31 1.23
O 19.311357 20.186767 11.957177 -0.78 -0.78 0.00 -0.60
O 18.863038 18.206434 10.579427 -0.66 1.32 1.92 -0.34
C 18.095542 17.070421 10.171589 0.61 -0.41 -1.77 0.43
C 19.139099 16.035428 9.704091 -1.49 0.10 1.07 -1.38
C 16.713473 19.432545 11.740766 1.85 -0.22 -0.57 0.39
H 17.507609 17.433538 9.327773 -0.07 -0.08 -0.20 0.04
H 17.358271 16.597508 10.824994 0.49 0.46 0.85 0.04
H 19.619890 15.683717 10.616376 0.41 -0.02 -0.20 0.33
H 19.839647 16.475104 9.004776 0.02 -0.14 -0.10 0.34
H 18.559561 15.198176 9.308783 0.38 -0.06 -0.38 0.39
H 16.499047 20.024006 12.623486 -0.38 0.20 -0.25 -0.81
H 16.136890 18.516325 11.651110 0.01 -0.02 0.25 0.18
H 16.710363 19.947922 10.780888 -0.43 0.47 0.24 0.23
O 15.111229 24.492658 12.797113 -0.45 -1.12 -0.55 -0.60
S 14.874037 23.356981 11.923072 -0.47 0.77 0.74 0.82
O 15.595087 23.325229 10.684272 0.22 -0.35 0.29 -0.20
O 15.184062 22.005820 12.719965 -0.18 0.08 -0.82 0.17
C 14.494809 21.829686 13.990550 0.62 0.78 0.86 0.25
C 15.476120 22.202762 15.094343 -0.52 0.56 -0.02 -0.07
C 13.135876 23.167206 11.531420 0.18 0.50 -0.27 -0.81
H 14.103762 20.816091 14.069074 0.19 -0.12 -0.41 0.15
H 13.671387 22.544166 14.052190 -0.11 -0.14 -0.05 -0.32
H 14.958467 22.158119 16.055756 0.16 -0.27 0.08 -0.67
H 15.719442 23.257369 14.954592 0.17 -0.04 0.00 0.14
H 16.408961 21.644599 15.109907 -0.12 -0.20 -0.02 0.42
H 13.104623 22.750477 10.527933 -0.01 -0.21 0.09 0.04
H 12.682021 24.154798 11.514320 0.16 0.06 -0.02 0.43
H 12.573176 22.571763 12.243378 0.27 -0.10 0.08 0.21
O 12.551120 16.171880 14.588748 1.00 1.01 -0.81 -0.67
S 13.658414 16.935751 14.048364 0.37 -1.82 2.20 1.16
O 13.471102 18.226940 13.474618 -0.17 0.33 -0.45 -0.41
O 14.700555 17.055688 15.285473 -1.12 0.38 -1.17 -0.46
C 15.822435 17.933722 15.039542 1.75 -0.64 1.00 0.52
C 15.908595 18.930452 16.179064 -0.91 -0.48 -0.11 -0.85
C 14.633863 15.860581 13.013368 -0.93 0.12 -0.61 -0.73
H 15.889521 18.294324 14.017504 -0.55 0.36 0.11 -0.32
H 16.707147 17.299884 15.155146 -0.06 -0.13 -0.25 0.39
H 15.911250 18.349655 17.102213 0.22 0.02 0.02 0.38
H 14.968138 19.484097 16.240134 0.28 0.51 -0.13 -0.31
H 16.805878 19.543841 16.138446 -0.13 0.15 -0.13 0.53
H 15.582009 16.313783 12.735630 0.06 0.02 0.25 0.04
H 14.040504 15.683245 12.113673 0.06 0.07 -0.02 0.41
H 14.723262 14.913549 13.536605 0.23 0.11 0.16 0.38
O 10.281962 19.174356 8.881226 -0.31 1.15 0.96 -0.65
S 9.701641 20.381709 9.441116 -0.46 -0.33 -0.91 1.20
O 10.114509 21.658804 8.918774 0.13 -0.42 0.31 -0.58
O 8.088618 20.275790 9.255986 1.25 -0.37 0.54 -0.31
C 7.638785 20.676477 7.952469 -0.41 2.23 -0.31 -0.37
C 6.783583 21.962133 8.143683 -0.87 -1.67 -0.03 -1.06
C 9.831047 20.439752 11.234286 -1.27 -0.06 -0.83 -0.66
H 7.077601 19.880104 7.472381 0.02 -0.16 0.27 0.39
H 8.454632 20.986299 7.301124 0.34 -0.50 0.15 0.31
H 6.527184 22.376769 7.169524 0.23 0.27 0.07 0.34
H 7.199046 22.681882 8.841231 0.44 0.05 -0.31 0.28
H 5.838125 21.622842 8.578180 -0.07 0.23 0.07 0.32
H 9.107284 21.157309 11.621724 0.14 0.31 -0.37 0.25
H 10.839354 20.786620 11.431073 0.13 -0.53 0.25 0.09
H 9.463839 19.481564 11.596192 0.83 -0.22 0.19 0.45
O 16.326349 23.620613 18.229280 0.12 -0.74 0.47 -0.57
S 17.187109 22.496597 18.528764 0.23 -0.24 0.38 1.29
O 18.162533 22.134035 17.538355 -0.29 0.06 0.83 -0.70
O 17.958327 22.765273 19.915788 0.05 0.21 -1.24 -0.30
C 17.181586 22.894626 21.118699 -0.61 0.24 -0.25 0.03
C 17.922994 23.802738 22.041769 1.03 -0.65 1.69 -1.41
C 16.184138 21.046465 18.949047 0.08 1.47 -0.93 -0.11
H 17.071415 21.870065 21.481213 -0.06 0.23 0.46 0.30
H 16.186050 23.315779 20.941471 0.09 -0.14 -0.44 0.26
H 17.435708 23.884143 23.018579 -0.48 0.05 -0.26 0.40
H 18.161797 24.810749 21.716170 -0.23 -0.12 -0.51 0.33
H 18.850282 23.299514 22.338305 0.22 0.26 -0.36 0.32
H 15.365697 21.400201 19.567190 -0.04 -0.14 0.01 0.35
H 16.698195 20.194501 19.378037 0.35 0.19 -0.08 0.50
H 15.829371 20.855910 17.938400 -0.37 -0.53 0.23 -0.66
O 12.563142 24.725914 14.687539 -0.37 0.10 0.38 -0.15
S 11.261101 25.075066 14.211822 -1.27 -0.01 0.25 1.02
O 10.943107 24.766323 12.849190 -0.12 0.18 -0.07 -0.69
O 10.128480 24.368232 15.132143 1.09 0.57 -0.47 -0.16
C 8.986480 23.830688 14.456223 -0.87 -0.92 1.14 0.07
C 8.080343 23.337665 15.605529 -0.10 -0.58 -0.66 -1.27
C 10.849088 26.762260 14.577735 0.97 -0.50 -0.23 -1.22
H 9.339879 23.036930 13.798483 -0.25 -0.04 0.03 0.04
H 8.405458 24.551722 13.877750 0.50 0.26 -0.09 0.36
H 7.386235 22.580805 15.228658 -0.16 0.27 -0.16 0.40
H 7.504604 24.157597 16.028818 0.07 0.02 0.04 0.33
H 8.605713 22.814116 16.403354 0.38 0.27 -0.07 0.26
H 11.511558 27.270588 13.873537 -0.29 0.61 0.22 0.49
H 11.109763 26.956345 15.615209 0.20 0.06 -0.06 0.36
H 9.789479 26.942364 14.429200 0.05 -0.08 -0.35 0.35
C 14.170016 20.349731 8.509602 0.08 0.41 -0.57 -0.20
C 14.503528 21.687258 8.176630 -1.46 -0.69 1.31 -0.22
C 15.708100 22.034617 7.644096 0.85 -0.85 -0.53 0.05
C 16.644689 21.012694 7.311111 -1.23 1.35 1.11 -0.96
C 16.302277 19.716158 7.630540 0.27 -0.65 -0.21 -0.16
C 15.068674 19.365134 8.223109 1.13 0.09 -0.80 -0.84
H 13.217694 19.994832 8.886601 -0.20 0.70 0.12 0.39
H 13.769913 22.427843 8.472322 0.10 0.26 -0.31 0.30
H 15.940670 23.077161 7.476890 0.07 0.00 -0.09 0.37
H 17.600503 21.358164 6.945823 0.15 -0.55 -0.25 0.41
H 17.003029 18.930825 7.381064 0.06 -0.13 0.03 0.36
H 14.803034 18.324336 8.357869 0.16 -0.03 0.15 0.47
```
Positions in Å, forces in eV/Å.

Q: The highest lowest unoccupied orbital energy belongs to which entry?
A: C33H74O33S10

Q: What is the E_tot in the second record?
A: -7766.363973 Ha